Entry 1:
14
Properties=species:S:1:pos:R:3 method="wB97M-V/def2-TZVPD" gap_ev=10.51 lumo_energy_ha=0.04147 total_charge=0 relative_energy_kj_mol=303.2 fmax_ev_per_a=2.31 homo_ev=-9.38
Cl 3.52375 -0.07995 -0.23254
N -0.52902 0.07851 0.32456
N -1.68189 0.09300 -0.54521
C 0.76679 0.11200 -0.42337
C 0.14554 1.35901 0.14657
C 1.89608 -0.62582 0.26693
C -2.62842 -0.65424 -0.07789
H 1.84754 -1.68659 0.04625
H 1.84770 -0.57780 1.34938
H 0.75720 -0.04118 -1.51124
H -0.29597 2.09291 -0.52495
H 0.45651 1.87982 1.05061
H -2.61464 -1.20424 0.87001
H -3.49117 -0.74544 -0.73912

***

Entry 2:
15
Properties=species:S:1:pos:R:3 method="wB97M-V/def2-TZVPD" gap_ev=9.42 lumo_energy_ha=-0.15303 total_charge=+1 relative_energy_kj_mol=228.1 fmax_ev_per_a=4.80 homo_ev=-13.59
Cl 1.06384 -0.36673 -2.04314
N 1.24813 0.50556 1.20890
N -1.61857 -0.82012 -1.41831
N -0.13410 -1.07481 0.28599
C 0.84604 -0.72177 1.07148
C 0.47669 1.72665 0.81306
C -0.43165 -0.43648 -0.94955
C -0.40738 1.59125 -0.13018
H -0.44036 -2.14038 0.30345
H -0.93067 2.47243 -0.43466
H -1.64337 -0.78326 -2.44073
H 1.11260 -1.46140 1.81675
H -1.96278 -1.77787 -1.28367
H 1.93837 0.63435 1.97581
H 0.88321 2.65258 1.22478

***

Entry 3:
14
Properties=species:S:1:pos:R:3 method="wB97M-V/def2-TZVPD" gap_ev=9.29 lumo_energy_ha=0.02457 total_charge=0 relative_energy_kj_mol=233.1 fmax_ev_per_a=5.80 homo_ev=-8.62
Cl -1.37162 1.49694 -1.30901
O -0.29242 1.80063 1.55115
O -1.26842 -1.02476 -0.74347
C -0.51220 0.10950 -0.58620
C 0.93695 -0.00470 -0.88502
C 1.66161 -1.03352 -1.28208
C -0.71325 0.50829 1.33446
H -0.06303 -0.36605 1.75262
H -0.89104 2.35064 0.99758
H 1.03290 -1.89864 -1.53056
H 2.64755 -0.97758 -1.40796
H -2.20938 -0.68713 -0.79652
H -1.80194 0.49972 1.49299
H 1.46458 0.84330 -0.75253